Here is C29H46BCoN6O7P2S3Te as an isolated structure from the Open Molecules 2025 dataset. Energies are from ωB97M-V/def2-TZVPD.

Positions of all 96 atoms, in Å:
Co -0.5300 0.5356 0.5554
C 0.5508 2.2957 -3.4465
C 1.7261 1.4117 -3.8457
C 3.0599 1.9864 -3.3758
C 1.7480 1.2911 -5.3668
N 1.5593 0.0472 -3.2616
C 1.4932 -1.1169 -4.0040
C 1.4543 -2.1454 -3.1339
N 1.5014 -1.6287 -1.8621
B 1.5865 -2.5696 -0.6354
N 0.2181 -3.1737 -0.2789
C 0.1858 -4.4777 0.1435
C -1.1034 -4.8270 0.3085
N -1.8651 -3.7199 0.0132
C -1.0387 -2.6916 -0.3196
S -1.4719 -1.0500 -0.7884
C -3.3547 -3.7421 0.0296
C -3.8751 -3.3881 -1.3617
C -3.8401 -5.1418 0.3972
C -3.8123 -2.7661 1.0898
N 2.3028 -1.9549 0.5893
C 3.6726 -1.9925 0.6538
C 4.0547 -1.4034 1.8047
N 2.9098 -0.9903 2.4519
C 1.8441 -1.3206 1.6835
S 0.1691 -0.9592 2.0662
C 2.9104 -0.3392 3.8083
C 4.3539 -0.2451 4.2967
C 2.1225 -1.2180 4.7754
C 2.3379 1.0693 3.7135
C 1.5478 -0.2943 -1.9498
S 1.5599 0.7255 -0.5598
H 0.6326 3.2425 -3.9816
H 0.5357 2.4891 -2.3812
H -0.3978 1.8276 -3.7077
H 3.1887 2.9810 -3.8022
H 3.8877 1.3594 -3.7090
H 3.1013 2.0717 -2.2928
H 1.8774 2.2922 -5.7748
H 0.8123 0.8927 -5.7580
H 2.5774 0.6798 -5.7221
H 1.4767 -1.1203 -5.0744
H 1.3984 -3.2026 -3.3084
H 2.2709 -3.4955 -0.9925
H 1.0848 -5.0501 0.2613
H -1.5312 -5.7590 0.6134
H -3.5415 -4.1215 -2.0969
H -3.5423 -2.4007 -1.6701
H -4.9646 -3.3913 -1.3415
H -3.5430 -5.8961 -0.3318
H -4.9283 -5.1092 0.4152
H -3.5022 -5.4438 1.3881
H -3.5346 -1.7623 0.8146
H -3.3476 -2.9914 2.0508
H -4.8960 -2.8146 1.2044
H 4.2586 -2.4388 -0.1271
H 5.0346 -1.2469 2.2050
H 4.8260 -1.2231 4.3953
H 4.3332 0.2141 5.2833
H 4.9629 0.3892 3.6533
H 2.5552 -2.2181 4.8292
H 1.0784 -1.2956 4.4863
H 2.1682 -0.7698 5.7674
H 2.8927 1.6639 2.9871
H 2.4346 1.5487 4.6870
H 1.2944 1.0728 3.4264
C -1.6391 5.1552 1.4320
C -0.7778 4.3527 0.4725
O -0.1731 5.2437 -0.4856
P -1.7856 3.2328 -0.5776
O -3.2544 3.3107 -0.0218
O -1.8602 3.9672 -1.9757
O -1.2033 1.8589 -0.7609
P 0.5822 3.4435 1.4146
O 1.7775 3.5687 0.3372
O 0.9322 4.2268 2.6050
O 0.1836 1.9878 1.5907
H -2.3776 5.7398 0.8827
H -0.9863 5.8136 2.0020
H -2.1564 4.4920 2.1256
H 0.7858 5.1940 -0.3641
H -3.7994 2.5293 -0.1773
H -1.1511 4.6397 -1.9855
H 1.8202 2.8132 -0.2793
Te -2.4014 0.9511 2.3219
C -4.3456 0.3882 1.7080
C -4.8127 0.3903 0.3939
C -6.1337 0.1036 0.0937
C -7.0301 -0.1856 1.1124
C -6.5839 -0.1929 2.4255
C -5.2559 0.0826 2.7198
H -4.1235 0.5432 -0.4323
H -6.4610 0.0976 -0.9382
H -8.0643 -0.4082 0.8841
H -7.2725 -0.4228 3.2294
H -4.9240 0.0589 3.7493

Cartesian forces, eV/Å:
Co 0.0 0.1 0.0
C 0.0 0.0 0.0
C 0.0 -0.1 0.0
C 0.0 0.1 0.0
C 0.0 0.1 0.0
N 0.0 0.0 0.0
C 0.0 -0.1 0.0
C 0.0 0.0 -0.1
N 0.0 0.0 0.0
B 0.0 0.1 0.0
N 0.0 0.0 0.1
C -0.2 -0.2 -0.1
C 0.2 0.0 0.1
N 0.0 0.1 -0.2
C 0.0 0.4 -0.1
S -0.2 -0.5 -0.1
C 0.0 -0.1 0.0
C -0.1 0.0 0.1
C -0.1 0.0 0.0
C -0.2 0.0 0.2
N 0.0 -0.1 0.0
C 0.1 0.0 0.1
C 0.0 0.0 -0.2
N 0.0 0.0 0.0
C -0.3 0.2 0.1
S 0.3 -0.4 0.1
C 0.0 0.0 -0.1
C 0.0 0.0 0.1
C 0.0 0.0 0.0
C 0.0 0.0 0.0
C 0.0 0.3 0.3
S 0.1 -0.2 -0.3
H 0.0 0.0 0.0
H 0.0 0.0 0.1
H 0.0 0.0 0.0
H 0.0 0.0 0.0
H 0.0 0.0 0.0
H 0.0 0.0 0.0
H 0.0 0.0 0.0
H 0.0 0.0 0.0
H 0.0 0.0 0.0
H 0.0 0.0 0.0
H 0.0 -0.1 0.0
H 0.0 0.0 0.0
H 0.1 -0.1 0.0
H 0.0 0.0 0.0
H 0.0 0.0 0.0
H 0.0 0.0 0.0
H -0.1 0.0 0.0
H 0.0 0.0 0.0
H 0.0 0.0 0.0
H 0.0 0.0 0.0
H 0.1 0.2 0.0
H 0.0 -0.1 0.0
H 0.0 0.1 0.0
H 0.0 0.0 0.0
H 0.0 0.0 0.0
H 0.0 0.0 0.0
H 0.0 0.0 0.0
H 0.0 0.0 0.0
H 0.0 0.0 0.0
H 0.0 0.0 0.0
H 0.0 0.0 0.0
H 0.0 0.0 0.0
H 0.0 0.0 0.0
H -0.1 0.0 0.0
C 0.0 0.0 0.1
C 0.0 -0.2 0.0
O 0.1 0.2 0.0
P 0.5 -0.2 0.2
O -0.1 0.0 -0.2
O 0.1 0.0 -0.1
O -0.7 0.2 0.0
P -0.2 0.2 0.1
O 0.1 0.1 0.0
O 0.0 0.0 0.1
O 0.3 0.2 0.0
H 0.0 0.0 0.0
H 0.0 0.0 0.0
H 0.0 0.0 0.0
H 0.0 -0.1 -0.1
H -0.1 -0.2 0.2
H 0.0 0.1 0.0
H 0.0 -0.1 0.0
Te 0.1 -0.2 -0.1
C 0.0 0.1 0.0
C 0.3 0.0 -0.2
C -0.1 -0.1 0.1
C -0.1 0.0 -0.1
C 0.0 0.0 0.0
C -0.1 0.0 -0.1
H 0.1 0.0 0.0
H 0.0 0.0 0.0
H 0.0 0.0 0.0
H 0.0 0.0 0.0
H 0.0 0.0 0.1

## Properties
frontier orbital gap (spin up / spin down): 6.7 / 6.5 eV
maximum force: 0.73 eV/Å
total charge: 0
E: -150784.1986 eV